Below is a 15-piece molecular cluster, C71H150F21N8O21S4 overall in a non-equilibrium geometry, with properties calculated with ωB97M-V/def2-TZVPD.

The largest force on an atom comes out at 3.967 eV Å⁻¹. Its energy is -8502.9692 hartree. The calculation puts the frontier orbital gap at 8.248 eV. The HOMO energy comes out at -0.3479 Eh. As for the charge: +1.

The geometry in XYZ format:
```
275
Properties=species:S:1:pos:R:3:forces:R:3
C -1.67357 7.91525 -3.06811 -0.46 0.69 -0.45
N -1.82857 6.50359 -2.67319 0.43 -2.10 -0.34
C -0.50167 5.86534 -2.28176 0.22 0.03 0.20
C -2.80824 6.31263 -1.57558 -0.76 0.16 0.03
C -2.45220 5.67752 -3.77666 0.52 -0.31 -1.45
C -1.52969 5.32246 -4.93999 -1.43 0.28 -0.32
O -0.87908 4.15660 -4.59145 0.16 -0.05 1.03
H -1.25975 8.48795 -2.22452 0.00 -0.30 -0.41
H -2.67373 8.29910 -3.30687 0.17 -0.02 0.24
H -1.08892 8.04250 -4.00415 -0.04 -0.40 0.87
H -0.73315 4.86038 -1.90850 0.21 0.16 -0.17
H -0.04363 6.41979 -1.46055 -0.39 0.14 0.03
H 0.21322 5.84774 -3.12026 -0.68 -0.01 0.17
H -2.56419 6.99553 -0.79899 0.09 0.42 0.77
H -2.81275 5.28657 -1.18369 0.32 0.45 -0.30
H -3.79608 6.53677 -2.00230 0.24 0.06 0.29
H -3.29374 6.23765 -4.19177 -0.02 0.11 0.44
H -2.79074 4.67393 -3.43488 0.18 0.96 0.47
H -0.90649 6.17158 -5.27922 0.09 -0.41 0.16
H -2.26463 5.11780 -5.74677 0.48 0.20 -0.08
H -0.38115 3.85082 -5.35922 0.38 -0.08 -0.75
C -3.35323 -5.76079 0.48719 0.45 1.92 -0.69
N -4.25489 -4.65462 1.04090 0.55 0.57 0.48
C -5.20232 -4.10018 0.02760 1.17 0.57 -0.24
C -5.00791 -5.30185 2.18884 0.29 -1.08 -1.76
C -3.31892 -3.55096 1.58331 0.30 -0.92 0.58
C -3.88733 -2.68207 2.66879 0.31 1.33 -0.91
O -4.77422 -1.70754 2.15513 -0.27 -1.34 -0.33
H -2.93938 -6.28212 1.32681 0.19 -0.33 0.35
H -2.50922 -5.26133 -0.05381 -0.97 -0.52 0.24
H -3.91679 -6.41471 -0.15838 -0.20 -0.11 -0.18
H -5.72032 -4.93694 -0.39761 -0.62 -0.18 -0.23
H -4.63048 -3.57215 -0.76159 -0.17 -0.53 0.46
H -5.80638 -3.35961 0.53986 -0.36 -0.20 0.09
H -5.74812 -4.68965 2.69199 0.36 0.36 -0.06
H -4.19584 -5.71029 2.79390 -0.65 0.10 0.52
H -5.53763 -6.12428 1.65912 0.21 0.27 0.75
H -2.84147 -2.95418 0.78191 -0.66 -0.61 0.01
H -2.55149 -4.13030 2.10596 0.21 0.12 -0.32
H -2.98654 -2.20132 3.07336 -0.19 -0.01 0.16
H -4.30448 -3.27702 3.46034 -0.41 -0.24 0.53
H -4.72345 -0.85481 2.67084 0.26 0.64 0.32
C -6.06890 1.90024 -1.33052 0.06 -0.66 0.54
N -5.70564 0.76582 -0.40790 -0.99 -0.38 0.20
C -6.78791 0.58545 0.69017 2.01 1.29 0.28
C -5.65882 -0.54924 -1.13533 0.09 0.36 -0.83
C -4.31422 1.03050 0.16041 -0.21 -0.76 0.05
C -4.00251 2.36865 0.76108 0.23 0.66 0.30
O -3.71487 3.38462 -0.17493 -2.75 -0.08 -0.37
H -5.42252 1.77528 -2.18915 -0.09 0.16 -0.38
H -5.80185 2.84264 -0.84395 -0.36 -0.21 -0.11
H -7.13261 1.79215 -1.56253 0.30 0.24 -0.17
H -7.78542 0.49922 0.28648 -0.05 0.15 -0.52
H -6.65775 1.50276 1.31547 -0.43 -1.06 -0.15
H -6.51640 -0.33093 1.21472 0.00 0.34 0.28
H -5.46708 -1.34918 -0.43088 0.47 0.15 0.08
H -4.95902 -0.51698 -1.97813 0.38 0.02 0.63
H -6.59429 -0.76562 -1.62643 -0.75 0.26 0.17
H -3.63165 0.88910 -0.66942 -0.05 -0.10 -0.34
H -4.14267 0.25670 0.90621 -0.07 0.00 -0.10
H -3.08791 2.21017 1.32752 -0.01 -0.27 0.37
H -4.73563 2.72033 1.48502 -0.23 -0.11 -0.04
H -2.77134 3.42078 -0.22800 2.57 0.20 -0.01
C -0.59613 1.22107 9.01081 0.20 -0.05 1.05
C -1.03189 0.14308 8.06135 -0.63 0.38 -1.70
C 0.06814 -0.88787 7.99511 0.12 -0.36 1.24
N -0.16678 -2.02480 7.05127 0.12 -0.95 -1.07
C -0.33277 -1.48837 5.67863 0.45 0.13 -0.72
C -1.40332 -2.88438 7.34670 0.75 0.63 0.69
C -1.26984 -4.15759 6.52615 0.52 1.23 -0.45
C 0.26458 -4.36287 6.34911 -0.61 -0.34 1.93
C 0.91152 -3.10394 7.02739 -0.54 -0.81 -0.96
H -1.19480 2.13824 9.02248 0.00 -0.35 -0.21
H 0.44093 1.46907 8.80781 0.10 0.33 -0.07
H -0.61000 0.79448 10.01608 0.01 0.26 0.22
H -1.17735 0.63436 7.06877 -0.15 -0.60 0.60
H -1.96148 -0.34995 8.38391 0.07 0.39 -0.21
H 0.08289 -1.31710 9.00334 0.35 -0.30 -0.10
H 1.04470 -0.42210 7.81529 -0.30 -0.43 -0.38
H -1.22215 -0.90218 5.64282 -0.81 0.22 -0.10
H -0.38419 -2.30457 4.96962 -0.17 -0.25 -0.06
H 0.47079 -0.83695 5.33864 0.35 -0.13 0.59
H -2.25291 -2.28716 7.06141 -0.47 0.10 0.30
H -1.34315 -3.08072 8.42566 -0.31 0.12 -0.22
H -1.70359 -3.92172 5.56158 -0.23 -0.43 -0.30
H -1.84138 -4.93491 7.01170 0.13 -0.41 -0.04
H 0.54850 -4.50980 5.32086 0.08 0.07 -0.24
H 0.54751 -5.27206 6.93344 0.11 0.71 -0.57
H 1.76309 -2.79944 6.42820 0.13 0.48 0.58
H 1.12215 -3.34665 8.05777 0.43 0.25 0.25
C 4.59948 -7.39046 2.29978 0.38 -0.16 0.28
C 5.01268 -6.06186 1.69787 0.42 -1.10 -1.70
C 4.53213 -4.96772 2.53992 0.86 1.11 1.84
N 5.00770 -3.59351 2.09423 -0.21 -0.69 0.41
C 6.51919 -3.57449 2.09702 -0.69 -0.22 0.05
C 4.43937 -2.48512 2.95727 1.08 0.59 0.86
C 4.38073 -1.23706 2.07533 0.76 -0.22 -0.05
C 4.34830 -1.79207 0.64349 0.04 0.33 0.08
C 4.39402 -3.28642 0.77301 -0.56 -0.29 -0.16
H 5.01313 -7.54153 3.30640 -0.09 0.36 -0.12
H 4.98783 -8.21035 1.73161 0.19 -0.47 -0.55
H 3.54501 -7.51285 2.36431 -0.99 0.00 0.07
H 4.69929 -5.89569 0.65197 -0.35 -0.57 0.34
H 6.09027 -6.13900 1.60122 0.34 0.40 0.28
H 5.01873 -5.13214 3.51579 -0.44 0.32 0.06
H 3.44625 -4.98654 2.68798 0.42 0.32 -0.22
H 6.89609 -4.34002 1.41790 -0.14 0.45 -0.20
H 6.85917 -3.86521 3.08895 -0.09 0.27 0.13
H 6.85892 -2.57975 1.84095 0.07 0.09 -0.10
H 5.06566 -2.34661 3.84122 0.16 -0.08 -0.19
H 3.47503 -2.74311 3.35263 -0.57 -0.53 -0.34
H 5.21032 -0.54051 2.28269 -0.09 -0.49 -0.16
H 3.50644 -0.66972 2.32978 -0.44 0.11 0.12
H 5.03786 -1.35320 -0.06878 0.57 -0.16 0.27
H 3.43864 -1.53978 0.14840 -0.71 0.16 -0.09
H 4.84305 -3.84906 -0.01787 0.71 -0.02 -0.47
H 3.38084 -3.68111 0.85798 0.01 0.18 0.05
C -2.51678 1.09817 -4.72241 0.75 0.94 -0.46
C -2.45155 0.91656 -6.23803 -0.71 -0.20 0.62
C -1.41873 -0.15733 -6.60711 -0.47 -0.18 0.13
N -1.80016 -1.08908 -7.72136 -0.76 -0.30 0.22
C -2.98662 -1.90725 -7.26311 0.85 0.04 0.31
C -0.66145 -2.07567 -7.98667 -0.07 1.66 -0.90
C -0.92203 -2.43076 -9.45403 0.37 -1.83 0.59
C -1.36528 -1.14742 -10.08577 -0.52 1.25 -0.41
C -2.13643 -0.36665 -9.00574 0.08 -0.23 0.06
H -1.48575 1.27320 -4.37626 -0.43 -0.09 0.30
H -2.97022 0.25004 -4.24530 -0.08 -0.29 0.41
H -3.07803 2.02974 -4.56131 0.07 -0.32 0.37
H -2.18885 1.90179 -6.63192 0.08 -0.49 -0.47
H -3.49137 0.68572 -6.52033 0.44 -0.04 -0.44
H -1.23487 -0.90005 -5.82697 0.08 0.63 0.59
H -0.52781 0.38120 -6.90150 0.20 -0.45 0.00
H -3.37576 -2.57524 -8.02502 0.13 0.23 -0.25
H -3.72791 -1.24418 -6.86466 -0.49 0.25 -0.15
H -2.62533 -2.47570 -6.42384 -0.07 -0.38 0.31
H -0.64558 -2.80192 -7.17353 -0.09 -0.20 -0.45
H 0.28242 -1.50183 -7.98032 -0.43 -0.07 0.34
H -1.64103 -3.26755 -9.54477 0.25 0.48 -0.06
H 0.02798 -2.75600 -9.87693 -0.15 -0.24 -0.16
H -1.98470 -1.25676 -10.99189 0.44 -0.11 0.35
H -0.48368 -0.54833 -10.33020 -0.10 -0.10 -0.20
H -3.22354 -0.38656 -9.13161 0.24 -0.09 0.03
H -1.81247 0.66661 -8.88624 0.03 -0.16 -0.22
C 1.00322 2.05654 -2.88817 -0.62 0.25 -0.29
C 0.16125 1.01894 -2.09920 -0.44 1.76 -0.86
C 0.87183 0.81222 -0.79416 -1.48 0.86 -0.44
N 0.18490 -0.16998 0.12328 1.45 0.57 0.55
C 0.28425 -1.49387 -0.53284 -0.03 -0.03 -0.98
C -1.19211 0.22541 0.52117 -0.59 0.77 -0.24
C -1.41546 -0.45240 1.83792 0.12 -0.98 0.46
C -0.07088 -0.28529 2.56486 0.34 1.87 0.01
C 0.96944 -0.13087 1.42985 -0.13 -0.28 0.10
H 1.88445 1.65830 -3.37201 0.09 -0.18 0.24
H 1.27496 2.89983 -2.24935 0.12 -0.12 0.26
H 0.41750 2.53797 -3.67190 -0.12 -0.29 0.01
H 0.00599 0.14220 -2.70499 0.11 -0.52 -0.18
H -0.82671 1.50674 -1.98132 0.31 -0.39 0.32
H 0.88281 1.83041 -0.34201 0.12 -1.05 0.17
H 1.83712 0.41768 -1.04045 0.98 -0.11 0.46
H 1.32261 -1.62325 -0.85864 -0.19 0.11 0.20
H -0.35091 -1.44190 -1.42784 0.05 -0.40 0.41
H 0.06742 -2.33887 0.10125 -0.43 0.16 0.36
H -1.84980 -0.07388 -0.29448 -0.10 -0.02 0.16
H -1.25018 1.31202 0.68354 0.46 -0.10 -0.60
H -1.50824 -1.50463 1.57455 -0.27 -0.34 0.43
H -2.29618 -0.12592 2.43348 0.53 0.01 -0.60
H 0.24133 -1.12147 3.16461 -0.22 -0.34 0.16
H -0.05671 0.62507 3.22545 -0.10 -0.86 -0.71
H 1.64309 -0.97203 1.47756 0.12 -0.24 -0.38
H 1.56646 0.77539 1.33031 -0.33 -0.09 0.80
C 3.94953 2.36131 2.27694 0.22 -0.13 -0.08
C 4.11928 2.86250 0.85971 -0.88 2.30 -0.01
C 5.02004 2.00460 0.11640 2.65 -0.38 -1.12
N 5.42672 2.52845 -1.27862 -0.71 0.25 -0.69
C 4.16758 2.92471 -2.01262 -0.18 -1.31 1.18
C 6.01878 1.40960 -2.07724 0.85 0.14 -0.46
C 6.89978 2.06821 -3.14377 0.08 -0.31 1.27
C 7.49015 3.25140 -2.41937 0.43 1.63 0.73
C 6.49080 3.63921 -1.32628 -1.36 -0.63 0.47
H 3.56349 3.10155 2.99651 0.01 -0.47 -0.55
H 4.93701 2.03403 2.58749 0.22 0.11 0.57
H 3.36964 1.44359 2.26618 -0.37 0.17 0.33
H 4.51712 3.90978 0.84922 -0.16 -0.60 0.16
H 3.21104 2.92307 0.27723 -0.68 -0.02 0.44
H 4.66408 1.00407 -0.08234 -0.33 -0.29 0.03
H 5.97124 1.96851 0.66368 0.04 -0.36 -0.19
H 3.57756 1.98180 -1.93579 0.02 0.82 -0.22
H 4.38306 3.11933 -3.04590 0.15 0.33 -0.38
H 3.69776 3.74704 -1.47631 0.02 0.08 -0.39
H 5.26480 0.80762 -2.57493 0.08 0.10 1.11
H 6.60427 0.85529 -1.33294 -0.04 -0.28 -0.50
H 6.30085 2.36630 -3.99402 0.12 -0.18 -0.37
H 7.68830 1.35882 -3.36235 -0.07 -0.07 -0.75
H 7.62289 4.17540 -3.03178 0.41 -0.96 0.22
H 8.41802 2.98861 -1.86448 -0.34 0.20 -0.85
H 5.93227 4.55780 -1.49683 0.26 0.10 0.00
H 6.92933 3.64887 -0.34108 0.21 0.27 0.27
C -0.87105 4.20517 1.13286 0.97 0.52 -1.04
O -1.17358 5.59749 0.97003 0.21 0.75 -1.54
O -1.10510 3.48458 0.04217 -0.41 0.21 -0.08
C 0.65238 4.14130 1.41071 -1.17 -0.39 2.35
F 1.43285 4.56562 0.44199 0.35 0.11 -0.48
F 1.02877 4.80459 2.57571 -0.22 -0.29 -1.11
F 0.89920 2.83017 1.67488 0.69 0.26 -0.13
C -1.69004 6.34829 2.02979 -1.29 0.06 -0.03
C -1.58230 7.85211 1.74803 1.39 -0.91 1.00
H -0.50992 8.01113 1.55210 -0.39 0.19 -0.50
H -2.21655 8.15977 0.95746 -0.43 0.45 -0.87
H -1.76238 8.47926 2.62665 -0.39 -0.36 0.00
H -1.13948 6.14154 2.89826 0.88 -0.25 1.50
H -2.72089 6.00414 2.23523 0.03 0.34 -0.08
H -1.36919 3.88384 2.03250 -0.37 -0.41 0.90
C -4.25470 1.19381 4.14442 -0.15 1.12 0.07
O -2.87917 1.50189 4.39353 0.85 -2.43 -1.54
O -4.52802 0.64527 2.98904 0.19 -0.46 -0.26
C -4.44021 0.23494 5.30702 -3.36 -0.12 -0.57
F -5.73645 -0.21579 5.24331 0.00 -0.53 -0.13
F -3.66534 -0.83699 5.17144 0.61 -0.44 0.45
F -4.38207 0.72112 6.53940 1.19 0.38 0.52
C -2.55287 2.77170 4.64879 0.55 3.36 0.13
C -1.15024 2.79923 5.24178 0.98 0.59 1.53
H -0.55972 3.74281 5.16229 -0.65 -0.51 -0.70
H -1.12793 2.70638 6.36195 -0.43 -0.40 -0.88
H -0.55202 1.97025 4.83731 -0.10 0.33 0.01
H -3.30984 3.14136 5.33748 0.14 0.69 0.46
H -2.60323 3.49447 3.76118 0.03 -1.03 0.55
H -4.82171 2.16446 4.24808 0.16 -0.65 0.69
C 3.34582 -1.18669 -2.45216 2.68 2.78 0.91
O 3.81949 -2.50992 -2.13851 -1.21 1.04 -0.39
O 3.80167 -0.20893 -1.58291 -1.45 -1.77 -1.38
C 3.90455 -0.73910 -3.86387 0.83 -0.08 2.10
F 5.26709 -0.70698 -3.87016 0.06 0.37 0.32
F 3.64165 -1.51052 -4.86670 -1.35 -1.38 -1.99
F 3.45481 0.49959 -4.13869 0.23 0.05 -0.40
C 2.93737 -3.45407 -2.75364 2.14 -1.19 -0.24
C 3.89938 -4.45940 -3.41765 -1.59 -1.31 -0.28
H 4.51847 -4.06175 -4.22489 -0.29 0.00 0.14
H 4.50583 -4.99935 -2.71290 0.79 0.61 0.85
H 3.33119 -5.36577 -3.71602 -0.11 0.68 -0.79
H 2.26558 -2.97311 -3.46582 0.03 -0.23 0.00
H 2.37220 -3.98640 -1.99085 -0.33 0.08 0.18
H 2.27483 -1.22909 -2.55967 -0.92 0.03 -0.08
C 1.86885 2.14292 -7.02514 0.25 0.11 -0.32
F 2.45803 1.23368 -7.78851 0.81 -0.12 -0.62
F 1.28542 1.44414 -6.06495 -0.17 -0.26 1.54
F 2.79324 2.98113 -6.50122 -0.39 -0.71 -0.22
S 0.56508 3.03888 -7.89482 -0.59 -0.84 2.13
O -0.43614 2.01408 -8.12451 0.18 0.32 -0.41
O 0.24515 3.98043 -6.84887 -0.86 0.62 0.63
O 1.17986 3.63548 -8.98334 1.38 1.15 -3.35
C -1.67784 -3.81816 -3.39713 1.33 1.51 -1.46
F -1.21755 -4.34169 -2.29330 0.48 -0.79 0.36
F -0.74748 -2.87113 -3.83532 -0.45 -0.96 0.35
F -1.78960 -4.72532 -4.36884 0.29 -0.06 0.28
S -3.21394 -2.97604 -3.09844 -1.25 -0.28 2.94
O -2.99782 -2.32732 -1.78440 -0.15 -0.84 -0.67
O -3.35177 -1.98672 -4.11242 -0.44 0.33 -1.66
O -4.11259 -4.13131 -3.07016 0.24 1.15 -0.10
C 3.24942 1.75523 6.21249 0.12 -0.32 0.61
F 2.20424 1.88020 7.11287 0.97 0.48 -1.25
F 3.23740 2.74801 5.29552 -0.30 -0.50 1.10
F 4.39148 1.84552 6.93024 -0.76 0.20 -0.43
S 3.13806 0.08600 5.40534 0.75 0.61 0.17
O 2.71345 -0.73414 6.52840 0.34 -0.17 -0.43
O 2.15558 0.27986 4.36869 -0.82 -0.08 -0.26
O 4.46480 -0.13678 4.87340 -0.02 -0.19 0.47
C 0.51963 -5.43207 0.93716 0.58 0.11 -0.36
F -0.25112 -4.71919 0.07382 0.85 -0.87 -0.02
F -0.10519 -6.57174 1.22035 0.15 -0.03 -0.39
F 1.76413 -5.69792 0.43136 -1.38 -0.08 -0.44
S 0.78748 -4.42906 2.37666 0.71 2.52 -0.02
O -0.51382 -4.20000 2.89167 -2.42 0.58 0.46
O 1.57290 -5.20005 3.26893 1.49 -1.35 0.86
O 1.43922 -3.23749 1.82029 -0.32 -0.94 0.26
```
Positions in Å, forces in eV/Å.

Mulliken population analysis, charges in e, atoms 1 to 2: -0.808, 0.557